# C4H8N2O

The molecule C4H8N2O (the ωB97M-V functional and the def2-TZVPD basis, OMol25).

Geometry as XYZ:
```
15
Properties=species:S:1:pos:R:3:nbo_charge:R:1
N 1.1155 1.9052 -0.0743 -0.813
C 0.5176 0.6245 0.3088 -0.157
C -0.6312 0.2522 -0.6415 -0.414
C -1.1409 -1.1745 -0.4503 -0.071
O -1.4996 -1.4306 0.8993 -0.727
C 1.5587 -0.4200 0.2847 0.272
N 2.3477 -1.2661 0.3105 -0.325
H 0.5532 2.6637 0.2999 0.365
H 2.0412 1.9985 0.3318 0.370
H 0.1307 0.6064 1.3400 0.222
H -0.2810 0.3963 -1.6689 0.226
H -1.4510 0.9618 -0.4802 0.213
H -0.3809 -1.8905 -0.7925 0.177
H -2.0367 -1.3233 -1.0631 0.184
H -0.7855 -1.9358 1.3059 0.476
```

Output
SMILES   N#C[C@@H](N)CCO
LUMO level   0.75 eV

---

# C5H11OP

A structure of composition C5H11OP (the ωB97M-V functional and the def2-TZVPD basis, OMol25).

Geometry as XYZ:
```
18
Properties=species:S:1:pos:R:3:nbo_charge:R:1
C 0.2439 1.6416 0.4359 -0.427
C 1.1245 0.3859 0.4305 -0.406
C -0.7495 1.6651 -0.6122 -0.730
C 0.1778 -0.7648 0.4381 -0.576
C 0.6566 -2.0809 -0.2455 -0.610
O -2.5761 -0.3067 0.6327 -1.081
P -1.4145 -0.0566 -0.2289 1.714
H -0.2165 1.5905 1.4464 0.212
H 0.8652 2.5805 0.4163 0.215
H 1.6986 0.3749 -0.5067 0.204
H 1.6710 0.4833 1.3759 0.228
H -1.6145 2.3826 -0.5931 0.261
H -0.4734 1.3624 -1.6210 0.224
H -0.1720 -1.1204 1.4747 0.255
H 0.9458 -1.9095 -1.2248 0.199
H -0.1293 -2.9017 -0.2038 0.222
H 1.5567 -2.7014 0.1242 0.221
H -1.5945 -0.6247 -1.5388 -0.126
```

Output
LUMO level   0.93 eV

---

The evaluated relative energy (zero: lowest compared OMol25 entry of this formula, charge and spin) for the records listed, in turn: 154.6, 40.6 kJ/mol.
The evaluated gap between HOMO and LUMO for the records listed, in turn: 10.85, 10.50 eV.